Record 1
This record from the Open Molecules 2025 dataset describes a molecular structure, C42H59N4RuSSb in a non-equilibrium geometry. The level of theory is wB97M-V/def2-TZVPD.

```
108
Properties=species:S:1:pos:R:3:forces:R:3
H -0.761 -2.606 -5.192 -0.10 0.01 -0.02
C -0.344 2.716 1.165 0.71 -0.95 0.02
H -2.482 -1.711 -1.745 0.09 0.11 -0.04
C -2.123 -2.645 1.927 0.17 0.42 -0.41
H -4.804 1.087 -5.076 -0.14 0.01 -0.03
C -1.212 0.908 -2.693 0.50 0.10 0.75
C -1.600 0.444 -3.984 0.31 -0.95 -0.84
H 0.190 -1.722 -7.341 0.05 -0.05 -0.10
C -2.624 0.599 1.860 0.22 -0.43 -0.21
C 3.047 -4.151 -2.894 0.11 0.09 0.05
H 0.433 5.526 2.262 0.16 0.03 -0.03
H -2.579 2.156 -4.789 0.04 -0.01 -0.11
C 5.691 -3.174 -0.183 0.00 -0.10 0.03
H -3.027 5.479 -0.240 0.05 0.04 -0.05
H -4.585 3.713 0.552 -0.05 -0.08 0.13
H -3.969 -3.095 -0.317 -0.07 -0.13 0.08
H -3.326 -0.250 -1.262 0.06 0.07 -0.03
H 2.345 1.291 5.745 -0.09 0.01 0.02
H -4.692 -0.030 1.804 -0.17 -0.08 -0.02
C 1.277 1.316 2.481 -0.51 -0.18 -0.71
H 3.605 -2.283 2.033 0.09 -0.08 0.07
C 0.232 -1.142 -6.419 -0.08 -0.19 -0.01
H -1.854 -1.457 -5.958 0.02 -0.06 0.02
H -2.431 2.633 -2.606 -0.10 0.04 -0.02
H -0.768 6.620 2.960 0.01 0.09 0.07
H 4.923 -3.159 -3.311 0.08 0.08 0.01
C 2.368 -0.572 2.125 -0.47 0.05 -0.78
H 0.143 -0.088 -6.667 0.02 0.16 -0.05
H 6.546 -3.670 0.276 0.10 -0.04 0.04
N -0.278 0.061 -2.163 0.30 0.17 -0.08
C 2.116 1.912 4.875 0.14 0.10 -0.08
H 3.517 -5.061 -2.508 -0.09 -0.01 -0.08
C -0.044 -0.919 -3.085 0.23 0.03 0.92
H 2.395 -1.210 5.986 -0.08 0.01 0.04
C -1.331 2.532 -0.801 0.63 -0.73 -0.37
H -2.781 1.433 1.176 0.10 0.03 -0.04
H 2.159 -4.446 -3.461 0.02 -0.11 0.09
H 3.221 3.619 5.642 0.05 0.06 0.05
C -2.646 1.067 -4.854 -0.06 -0.14 0.16
H -3.208 -2.667 2.011 -0.13 -0.03 -0.04
C 2.047 1.054 3.653 0.77 -0.92 0.51
Ru 0.720 0.266 -0.356 -1.01 -0.88 0.65
C -1.699 2.054 -2.061 0.44 -0.24 0.33
H 2.503 -2.491 4.783 -0.03 -0.07 -0.01
C -0.886 -1.552 -5.458 0.09 0.11 -0.04
C 2.748 -0.115 3.422 -0.23 1.04 0.81
C 4.402 -3.978 0.014 -0.01 0.18 -0.10
H -0.621 6.464 1.205 0.06 0.06 -0.11
H -4.803 -1.647 0.251 -0.15 -0.05 0.12
H -1.564 4.281 3.124 -0.10 0.01 0.00
C -3.017 4.496 -0.715 -0.09 -0.17 0.09
C -1.903 3.666 -0.159 0.13 0.90 1.30
H -3.810 -0.598 3.227 -0.09 -0.15 0.09
H 4.485 -1.303 3.752 0.03 0.08 0.04
C 3.078 -1.740 5.323 0.12 0.06 -0.10
C 2.865 -1.713 1.491 -0.20 0.26 -0.54
N 1.477 0.309 1.578 0.31 0.19 -0.35
H -4.249 0.934 -3.405 -0.04 -0.04 0.10
C -0.572 5.922 2.147 -0.14 -0.07 0.13
H -2.482 0.790 -5.899 0.05 0.07 0.04
S 2.431 1.376 -1.275 0.04 0.01 0.02
C 1.667 -2.243 -1.814 -0.74 0.69 0.20
H 4.283 -4.202 1.077 -0.06 -0.08 -0.01
H 4.483 -4.929 -0.518 -0.03 -0.04 0.08
H -2.591 5.178 2.007 0.01 -0.05 0.08
C -1.584 4.775 2.149 0.09 0.09 -0.09
C 4.015 -3.436 -3.840 -0.07 -0.17 0.01
H 4.160 2.556 4.581 0.11 0.00 -0.04
H 1.145 2.383 5.052 0.01 -0.08 0.09
H -1.798 -3.548 1.411 -0.04 -0.05 -0.09
C 3.182 3.002 4.744 -0.18 0.00 0.07
H -1.749 -1.615 3.784 0.04 0.08 0.15
H -4.294 1.092 3.102 -0.17 0.01 0.11
H -4.925 -2.128 -1.440 -0.16 -0.09 -0.05
H 3.557 -2.528 -4.223 0.02 0.13 -0.05
C -4.255 -2.079 -0.582 0.11 0.09 -0.05
H 2.954 3.643 3.893 0.06 0.06 -0.08
C 3.226 -3.207 -0.496 -0.11 -0.89 -1.29
H 4.265 0.005 4.909 0.05 -0.04 -0.07
C -0.871 -0.706 -4.227 -0.96 0.79 -0.31
H -2.866 4.654 -1.786 0.08 0.10 0.00
N 1.630 -1.579 -0.620 0.39 0.73 -0.35
N -0.386 1.975 0.016 0.36 -0.15 -0.15
C -1.472 -2.547 3.293 0.00 -0.04 -0.04
C 0.861 -1.971 -2.922 0.13 0.28 0.41
H 1.205 -1.295 -5.954 0.06 0.04 0.00
H -0.387 -2.569 3.202 0.12 0.04 0.09
C 2.656 -3.269 -1.753 0.92 -0.76 0.91
H 0.960 -2.636 -3.767 0.06 -0.09 -0.08
H -4.148 -0.452 -4.495 -0.03 -0.06 0.04
H -1.783 -3.375 3.930 0.05 -0.03 0.15
H 5.581 -2.184 0.255 0.04 0.09 0.03
C -1.292 3.776 1.077 -1.20 0.57 -0.94
H 5.898 -3.045 -1.244 0.02 0.05 -0.03
C -4.377 3.823 -0.509 0.04 0.18 -0.08
C -3.036 -1.246 -0.928 0.34 0.08 0.35
H 3.830 -2.241 5.932 0.00 -0.07 0.07
C -4.053 0.631 -4.432 0.10 0.13 -0.16
C -3.932 0.232 2.536 0.15 0.07 -0.10
C 0.430 2.412 2.292 0.01 -0.20 -0.63
Sb -1.570 -0.923 0.674 -0.75 -0.05 0.12
H -5.177 4.412 -0.957 -0.10 0.03 -0.02
H 4.285 -4.076 -4.678 0.05 -0.04 -0.12
H 0.355 3.102 3.118 -0.02 0.12 0.15
C 3.736 -0.766 4.340 -0.19 -0.07 0.07
H -1.893 0.925 2.602 0.03 0.02 -0.07
H -4.383 2.836 -0.966 -0.02 -0.13 0.00
C 2.570 -2.146 0.196 -0.68 0.94 0.37
```
Positions in Å, forces in eV/Å.

Computed properties:
2S+1: 2
Expectation value of S²: 0.77
LUMO level (spin up / spin down) in eV: 2.1 / 2.0
Molecular weight in u: 874.86
Frontier orbital gap (spin up / spin down) in eV: 5.163 / 4.703
HOMO (spin up / spin down) in eV: -3.074 / -2.666
Total charge: -1

Mulliken atomic charge list, values in e, 8 entries: 0.41 -0.90 0.27 -0.79 0.45 -0.84 1.17 0.41

=====

Record 2
This record from the Open Molecules 2025 dataset describes a molecular structure, C42H59NOP2SSiSr. The level of theory is wB97M-V/def2-TZVPD.

```
108
Properties=species:S:1:pos:R:3:forces:R:3
H -2.147 4.360 2.590 0.00 0.00 0.00
C 2.093 -4.019 -3.702 0.01 0.01 -0.02
H -2.072 3.026 -0.677 0.00 0.00 0.01
H 3.135 1.289 -3.613 0.00 0.01 0.00
H -1.718 -2.957 -1.374 0.00 0.00 0.00
H -3.932 -5.454 0.474 0.00 0.00 0.00
H 2.082 -4.582 4.353 0.00 0.00 0.00
C 0.726 5.390 1.174 0.00 -0.02 0.00
H 3.008 -0.814 -4.210 0.00 0.00 0.00
C 2.403 -2.399 2.311 0.03 -0.01 0.00
H 0.500 2.900 2.297 0.00 -0.02 0.00
H 3.355 -2.607 4.243 0.00 0.00 0.00
C -1.655 2.156 -1.172 0.00 0.01 -0.02
H -3.049 -3.326 1.352 0.00 0.00 0.00
H 0.360 -5.576 0.247 -0.01 0.00 0.01
C -3.007 -3.508 0.272 0.00 0.01 -0.01
C -0.412 5.309 -2.177 -0.01 0.00 0.00
C 2.602 -2.900 -4.340 -0.01 -0.01 0.00
C -3.822 -1.030 4.834 -0.01 0.00 -0.05
C 2.597 -1.672 -3.691 -0.01 0.02 0.01
C -1.985 0.142 -2.403 0.01 0.00 0.00
H 2.165 -6.228 2.256 0.00 0.00 0.00
H -5.459 -1.205 3.411 0.00 0.00 0.00
C 3.398 1.167 -2.559 -0.02 0.02 0.01
C -1.735 -2.866 -0.281 -0.01 -0.01 -0.01
H 3.575 2.157 -2.133 0.00 0.00 -0.01
C -1.697 -0.358 3.858 0.05 0.00 0.09
H 0.258 3.001 -5.128 0.00 0.00 0.00
C -0.268 1.977 -1.217 -0.01 0.02 -0.01
H -3.588 1.399 -1.706 0.00 0.00 0.00
C -0.372 5.243 3.438 0.00 -0.01 0.01
H -0.592 -5.137 -1.166 -0.01 -0.01 0.02
C 2.078 -1.509 -2.405 0.01 0.01 0.00
H 4.349 0.628 -2.517 -0.01 -0.02 0.02
C 0.301 0.820 -1.821 0.05 0.02 0.02
C -0.007 3.587 -4.246 0.00 -0.01 -0.01
H -1.656 4.817 -4.905 0.00 0.00 0.00
H -1.728 -1.800 -0.047 0.00 0.00 0.00
C 2.103 -5.138 2.264 0.01 -0.01 -0.01
H -3.887 -3.025 -0.162 0.00 0.00 0.00
P 0.974 -2.450 -0.054 0.02 0.04 0.02
C 0.874 4.482 -2.028 0.02 -0.01 -0.03
H -0.239 -0.948 -2.921 0.01 -0.01 -0.01
C 2.788 -4.573 3.520 -0.01 0.00 0.00
H 3.263 -2.568 0.353 0.00 -0.01 0.01
H -0.930 5.796 4.197 0.00 0.00 0.00
C -0.598 4.940 -4.662 0.00 0.01 0.00
H 2.387 -5.063 0.100 0.01 0.00 0.00
C -0.481 -3.552 0.286 0.00 -0.03 0.03
H 1.688 5.174 -1.792 0.00 0.00 0.00
C -3.047 -5.010 0.012 0.00 -0.01 0.00
N -2.324 -0.324 2.648 0.01 0.03 -0.03
H -2.641 -0.576 -2.881 0.00 0.00 0.00
C -0.436 5.985 -3.546 0.00 -0.01 0.00
H -0.752 2.999 -3.704 0.00 0.00 0.00
H -1.798 -6.755 0.288 0.00 0.00 0.00
H -1.735 -5.607 1.617 0.00 0.00 0.00
C -3.639 -0.619 2.505 0.01 -0.01 -0.02
P 0.884 3.271 -0.602 0.00 0.00 0.02
H 1.381 -2.379 2.708 0.00 -0.01 0.01
C 3.301 -3.143 3.294 0.00 0.01 -0.01
C -1.779 -5.689 0.524 0.00 0.00 0.00
H 1.680 2.804 -3.171 0.01 0.00 0.00
H 4.317 -3.165 2.889 0.00 0.00 0.01
C 2.449 -3.042 0.911 -0.01 0.02 -0.01
C -0.093 4.191 0.679 -0.02 0.03 -0.01
H 0.500 6.537 -3.678 0.00 0.00 0.00
H 3.622 -5.215 3.811 0.00 0.00 -0.01
C 1.559 -2.659 -1.773 -0.02 -0.01 0.00
H -0.478 6.055 -1.382 0.00 0.00 0.00
S -0.033 0.023 4.032 -0.03 0.00 -0.04
C -2.492 -0.725 4.963 -0.02 0.00 -0.02
C -0.532 -5.041 -0.079 -0.01 0.01 0.00
C 2.729 -4.551 1.000 -0.01 -0.02 -0.01
H -4.402 -1.309 5.704 -0.01 0.00 0.00
H 0.589 6.997 2.611 0.00 0.00 0.00
H 1.967 4.362 -3.900 0.00 0.00 0.00
H 1.207 -4.779 -1.920 0.03 0.02 -0.01
H -3.131 -5.186 -1.066 0.00 0.00 0.00
H -1.053 2.436 1.542 -0.01 0.01 0.01
H 0.551 4.897 3.916 0.00 0.00 0.00
C 1.222 3.771 -3.360 -0.01 0.01 0.00
H 2.737 -1.356 2.231 -0.05 0.00 0.01
O -1.666 0.003 1.552 0.03 0.01 0.01
H 1.038 -4.891 2.285 0.00 0.00 0.00
H 3.007 -2.982 -5.341 0.00 0.00 0.00
H -1.029 4.571 0.257 0.00 -0.01 0.00
H -1.999 -0.756 5.924 0.00 0.00 0.00
C 1.579 -3.895 -2.419 0.00 -0.01 0.01
H -1.238 6.724 -3.594 0.00 0.00 0.00
H -3.984 -0.545 1.485 0.00 0.00 0.00
C -1.174 4.032 2.971 0.00 0.01 0.00
H -1.295 4.669 -2.085 0.00 0.00 0.00
H 1.682 5.026 1.569 0.00 0.00 0.00
H 2.101 -4.985 -4.192 0.00 0.00 0.00
H -0.936 6.579 1.846 0.00 0.00 0.00
H 3.810 -4.714 1.039 0.00 0.00 0.00
C -2.518 1.245 -1.752 -0.02 0.00 0.00
H -0.548 -3.475 1.384 -0.01 0.00 -0.01
Sr 0.657 0.391 1.170 -0.07 -0.05 0.00
H -1.365 3.351 3.803 0.00 -0.01 0.00
C -4.416 -0.975 3.568 0.01 0.00 0.05
C -0.438 3.284 1.862 0.04 0.00 0.01
Si 2.144 0.199 -1.493 0.02 -0.01 -0.06
H -0.110 5.298 -5.572 0.00 0.00 0.00
H 0.968 6.059 0.345 0.00 0.00 0.00
C -0.017 6.155 2.267 -0.01 0.00 0.00
C -0.614 -0.063 -2.424 -0.02 -0.01 0.01
```
Positions in Å, forces in eV/Å.

Computed properties:
Energy above the lowest of the compared OMol25 structures with the same formula, charge and spin in kJ/mol: 0.0
LUMO level in eV: 0.4
Molecular weight in u: 803.66
Frontier orbital gap in eV: 6.496
HOMO in eV: -6.091

Mulliken atomic charge list, values in e, 8 entries: 0.38 -1.10 0.37 0.46 0.36 0.45 0.36 -1.04